1.
20
Properties=species:S:1:pos:R:3 method="wB97M-V/def2-TZVPD" orbital_gap_ev=9.748 homo_ev=-8.773 smiles=CC(C)(C)NNN total_energy_ha=-324.34902 relative_energy_kj_mol=330.6 largest_force_ev_per_a=3.414
H 2.0745 -0.4876 -1.5232
H -2.7500 -0.1062 0.5300
H -0.5084 0.6594 2.1347
H -0.8699 0.3524 -2.1649
H -1.9645 -1.5604 -0.0217
H 0.2726 -1.7081 -0.8192
C -0.6494 0.0807 0.0022
H 2.9574 -0.6325 1.2229
C -0.2064 1.0755 1.1376
H 2.9928 -1.7301 -0.0619
H -1.8424 1.5908 -1.0846
C -1.8544 -0.6910 0.5209
H -0.9343 1.9788 1.0016
N 1.8563 -0.1739 -0.5349
H 0.8374 1.4032 0.7197
C -0.9068 0.9382 -1.2461
H -0.1205 1.6471 -1.4122
N 0.4385 -0.8477 -0.1770
H -1.6686 -1.0044 1.5654
N 2.8463 -0.7843 0.2107

2.
51
Properties=species:S:1:pos:R:3 method="wB97M-V/def2-TZVPD" orbital_gap_ev="6.782 / 6.686" homo_ev="-18.805 / -18.531" multiplicity=2 total_energy_ha=-1290.20674 relative_energy_kj_mol=15.3 largest_force_ev_per_a=1.031 total_charge=+3
C -1.0264 -1.3488 -3.5744
H 2.3982 3.5874 2.0076
C -3.0298 -0.4757 -0.0604
C 2.3783 2.2852 -1.9298
H -0.0146 2.3620 2.8908
C 1.2876 0.7208 -3.4142
C 0.4778 0.3041 3.4667
N -0.9544 -1.0185 -1.1179
H -0.1465 -1.5430 2.8822
H 0.0276 0.4868 4.4422
H -3.6049 0.0951 -0.7871
H -2.0415 -0.2828 3.9942
N 1.9029 -2.0165 -0.7085
C 1.7310 2.1477 0.5528
Re -0.0094 -0.1900 0.5263
C 2.0033 -4.0030 -1.9512
H 1.6742 2.0645 3.2805
N 2.3442 -4.6178 -2.8581
C -0.5021 -0.7756 -2.3104
N 1.0264 1.3943 1.3517
H -3.5602 0.6694 2.2291
C -2.2567 -1.5991 -0.7681
H -1.5525 -0.5830 -4.1534
H 2.1804 4.2020 0.3621
H 3.0634 3.1091 -1.7784
H -2.0920 -2.4487 -0.1024
C 0.7975 1.6398 2.7941
N 0.8178 0.7229 -1.0954
C 1.5139 -3.2277 -0.8508
H -2.3502 -1.4175 2.6868
H -2.1075 1.6288 2.4441
C 0.5948 0.2172 -2.3164
H 1.4070 -0.2420 3.6268
H -1.7024 -2.1821 -3.4073
H -3.7315 -0.9123 0.6478
C -2.4757 0.6573 2.1144
C 2.1825 1.7586 -3.2122
C 2.5018 3.3413 0.9563
O 1.3611 -1.4594 0.4127
C -1.8776 -0.4643 2.9314
H -2.2155 1.3837 0.2277
H -2.8154 -1.9525 -1.6322
N -2.1001 0.4754 0.6719
N -0.4583 -3.8962 0.6775
N -0.4144 -0.5893 2.6346
H 1.1306 0.3173 -4.4058
H -0.1956 -1.6943 -4.1939
H 2.7273 2.1719 -4.0512
C 0.4591 -3.7248 0.0090
H 3.5635 3.1895 0.7339
C 1.6828 1.7326 -0.8754

3.
58
Properties=species:S:1:pos:R:3 method="wB97M-V/def2-TZVPD" orbital_gap_ev=9.913 homo_ev=-12.994 total_energy_ha=-1621.22099 largest_force_ev_per_a=1.442 total_charge=+1
H 2.3579 -0.3296 0.1578
C 2.5855 -4.7194 3.3587
H 2.8556 -2.3645 -1.0439
O -1.0647 2.3117 2.8367
O -4.4959 0.2067 -0.5931
C -0.3620 2.5562 -1.8405
C 0.2067 1.9469 2.5578
C 1.4057 -3.9341 2.8234
C -3.7406 0.0067 -1.7721
O 0.9515 2.5815 1.8818
F -5.9873 -1.2290 -1.4729
H -0.7607 3.5517 -1.6865
H -1.1287 -0.0458 -2.8529
O 3.6616 -4.2254 2.5563
H 2.4837 -5.7936 3.2333
O 4.0777 -2.2610 1.5490
H 0.1602 1.0797 -0.3109
H -0.2910 0.7123 5.0139
H 3.0667 1.8515 -0.5111
N -0.8875 2.0160 -3.1500
H 0.9237 -4.4299 1.9788
H -2.3626 0.6858 -3.9147
O 2.0256 -2.7290 2.3587
C -1.7302 1.1962 3.4465
F -4.9489 -1.7603 0.3742
O 0.4968 0.7537 3.1097
H 1.5310 3.2148 -1.0770
C 3.0736 1.1026 -1.3002
H 1.3322 3.3818 -2.8066
F -6.4408 -0.1320 0.3843
H 0.6601 -3.7076 3.5811
C 1.1530 2.7143 -1.9613
C 1.8821 1.3807 -2.2310
H 3.5460 -1.4996 -2.4128
H 4.0035 1.2551 -1.8415
C -1.7723 0.8101 -3.0133
H -0.7311 -0.6714 3.9906
O -1.8218 0.8443 -0.6632
H -0.1333 1.8327 -3.8108
C -0.5665 0.4023 4.0053
C 2.8162 -1.4387 -1.6108
H -3.0673 2.0425 -1.7862
H 2.2100 1.3712 -3.2686
C -0.6771 1.7011 -0.6070
C -5.4591 -0.7194 -0.3373
H -2.4259 1.5412 4.2057
H -3.3282 -0.9994 -1.8251
H 2.7969 -4.4968 4.4056
H -4.3583 0.1671 -2.6554
C 3.3321 -2.9970 2.1012
C 3.0812 -0.2828 -0.6536
H 4.0608 -0.4446 -0.2227
H -0.8261 2.4092 0.2044
H -1.4487 2.7480 -3.5808
H -2.2773 0.6512 2.6748
H 1.1732 0.5578 -2.1353
C -2.6388 1.0344 -1.7860
H 1.8219 -1.4084 -2.0547

4.
66
Properties=species:S:1:pos:R:3 method="wB97M-V/def2-TZVPD" orbital_gap_ev=6.659 homo_ev=-11.778 smiles="CNCOC(=O)c1cc(CNC)[n+](CCCCOC=O)c(CCC(F)(F)C(F)(F)C(F)(F)C(F)(F)F)c1N" total_energy_ha=-2234.83404 largest_force_ev_per_a=9.463 total_charge=+1
F 3.2582 -4.4497 0.7781
C 0.9153 2.2132 -0.2142
H -6.0423 -3.4888 1.8903
C -1.4307 1.1911 0.4511
F 3.3658 -3.1461 -1.4611
H -0.6383 -3.7350 -0.8108
F 5.2452 -3.1570 2.4603
C 3.6405 -2.2133 -0.3075
N -0.2183 -2.9997 -1.4294
C 3.7454 -1.0592 2.8951
C 0.6529 3.0606 -1.5976
H -8.1928 -2.0172 -0.1218
C -5.3599 -3.5464 0.9274
H 0.7849 2.8647 0.7765
H 2.5613 5.3491 -3.6864
C 2.5162 4.2489 -3.2265
H -0.9999 3.6630 3.8837
H 1.7419 -1.4017 -2.3893
H 2.7631 -0.1268 0.4487
C -2.5241 -0.0713 0.5285
H 1.9939 3.5832 -4.0377
C 3.8282 -2.6326 2.4226
H -3.5730 0.1150 1.0311
C -1.1060 2.5707 3.4708
F 5.1466 -2.0925 -0.2773
O -3.2480 -3.7433 -0.8903
C -0.6492 -1.6691 -0.8193
C -3.2550 -2.7288 0.0006
F 1.5661 -2.8074 1.1407
H -0.1188 2.1465 2.9764
H 2.0406 1.8786 -0.2262
F 2.3160 -0.5913 2.9271
O 3.9199 3.7720 -3.1014
O -4.2687 -2.5702 1.0777
C 3.0746 -0.6937 -0.5392
H -1.2896 3.5369 0.8674
C 1.7086 4.3264 -1.7986
O 3.9812 2.2750 -5.1115
H -6.6870 -1.1293 -0.8862
H 3.9692 -0.0639 -0.9984
N -0.0567 1.0146 -0.1964
C 3.0418 -2.9750 1.0258
H 2.4649 4.2707 -0.8924
H 4.3691 1.5006 -3.1269
H -0.4754 3.3882 -1.7245
H -6.7239 -1.4944 1.0163
H -3.0942 3.1226 2.8689
C -7.0121 -1.9133 -0.0553
C 0.3435 -0.3400 -0.8178
F 4.1901 -1.0225 4.3386
C 1.8164 -0.5618 -1.5786
H -0.7659 -3.0564 -2.3327
C -1.9748 2.6186 1.1047
H 0.8799 2.3166 -2.4905
H 1.9879 0.4549 -2.1806
H -1.3164 1.8736 4.4110
H 1.1199 5.3361 -1.7364
N -6.2944 -3.2436 -0.2576
N -2.3242 2.4809 2.5776
C 4.0853 2.4629 -3.7683
H -4.9797 -4.6567 0.8368
H -7.0552 -3.9718 -0.1545
F 3.1148 -3.4169 3.4995
H -3.0094 2.8328 0.5491
C -2.1222 -1.5384 -0.1103
F 4.6567 -0.1431 2.1710